Computed, not measured: a molecular structure, C47H57BCl4N10O2S5Sr, with ωB97M-V/def2-TZVPD.

gap between HOMO and LUMO = 7.6 eV
electronic energy = -6410.8739 hartree
energy relative to the best compared isomer or geometry (same formula, charge and spin) = 0.433 eV
LUMO level = 0.6 eV

ORCA input file:
```
! RIJCOSX wB97M-V def2-TZVPD def2/J DEFGRID3
* xyz 0 1
Sr -1.00 -0.19 0.44
C -4.85 3.98 -0.76
C -4.72 3.35 0.63
C -5.70 4.05 1.58
C -5.05 1.85 0.59
N -3.35 3.52 1.12
C -2.95 4.20 2.25
C -1.61 4.10 2.33
N -1.16 3.36 1.27
B 0.29 2.93 0.99
N 1.05 2.82 2.32
C 2.12 3.55 2.74
C 2.61 2.97 3.86
N 1.85 1.85 4.12
C 0.89 1.78 3.17
S -0.43 0.75 3.09
C 2.18 0.96 5.24
C 1.33 -0.31 5.27
C 3.65 0.53 5.10
C 1.96 1.73 6.55
N 0.97 3.93 0.06
C 0.47 5.09 -0.45
C 1.31 5.54 -1.41
N 2.35 4.65 -1.51
C 2.13 3.66 -0.60
S 3.11 2.36 -0.25
C 3.42 4.66 -2.52
C 3.30 5.91 -3.40
C 3.27 3.41 -3.39
C 4.78 4.69 -1.82
C -2.23 3.00 0.54
S -2.17 2.11 -0.88
H -5.86 3.87 -1.12
H -4.17 3.51 -1.46
H -4.62 5.05 -0.71
H -6.71 3.91 1.19
H -5.51 5.12 1.63
H -5.66 3.62 2.57
H -6.10 1.72 0.32
H -4.88 1.40 1.56
H -4.44 1.34 -0.15
H -3.64 4.69 2.91
H -0.94 4.49 3.07
H 0.31 1.85 0.47
H 2.45 4.43 2.23
H 3.43 3.27 4.47
H 1.42 -0.86 4.34
H 0.28 -0.07 5.43
H 1.67 -0.93 6.09
H 3.80 0.04 4.14
H 3.89 -0.17 5.89
H 4.33 1.37 5.18
H 0.92 2.03 6.63
H 2.59 2.62 6.59
H 2.21 1.10 7.39
H -0.45 5.51 -0.10
H 1.24 6.42 -2.01
H 2.36 5.92 -3.94
H 4.11 5.89 -4.13
H 3.40 6.82 -2.81
H 2.30 3.40 -3.87
H 3.36 2.52 -2.77
H 4.05 3.39 -4.15
H 4.88 5.58 -1.20
H 5.57 4.69 -2.56
H 4.90 3.81 -1.18
Cl 0.52 0.61 -2.50
C 1.23 -0.95 -2.89
Cl 1.39 -1.91 -1.42
H 2.22 -0.79 -3.31
H 0.57 -1.48 -3.58
S 5.07 -1.31 1.49
C 3.49 -0.56 1.46
N 2.48 -1.34 1.55
C 2.87 -2.65 1.66
C 2.02 -3.74 1.78
C 2.56 -5.00 1.89
C 3.94 -5.19 1.88
C 4.81 -4.12 1.76
C 4.27 -2.85 1.65
H 3.42 0.50 1.33
H 0.95 -3.56 1.78
H 1.91 -5.85 1.99
H 4.34 -6.19 1.97
H 5.88 -4.27 1.74
C -2.25 -3.56 4.74
N -1.83 -3.98 3.44
C -1.26 -5.18 3.09
C -1.05 -5.15 1.76
N -1.45 -3.93 1.29
C -1.95 -3.22 2.32
S -2.67 -1.70 2.32
H -2.32 -4.43 5.40
H -3.22 -3.06 4.68
H -1.53 -2.85 5.16
H -1.08 -5.95 3.82
H -0.62 -5.88 1.10
H -1.54 -3.71 0.26
Cl -5.02 -2.71 0.10
C -4.54 -4.30 -0.40
C -4.10 -5.16 0.58
C -3.66 -6.44 0.26
C -3.69 -6.85 -1.06
C -4.15 -5.98 -2.03
Cl -4.18 -6.52 -3.68
C -4.59 -4.68 -1.75
N -5.11 -3.91 -2.75
C -5.19 -2.49 -2.76
C -6.45 -1.90 -2.67
C -6.58 -0.53 -2.65
C -5.45 0.27 -2.73
C -4.20 -0.31 -2.87
C -4.05 -1.69 -2.90
C -2.69 -2.29 -3.08
C -2.02 -2.48 -1.70
O -1.79 -3.63 -1.32
O -1.73 -1.44 -1.06
H -4.10 -4.83 1.61
H -3.30 -7.10 1.04
H -3.36 -7.84 -1.34
H -5.08 -4.35 -3.66
H -7.31 -2.54 -2.58
H -7.56 -0.08 -2.58
H -5.54 1.35 -2.71
H -3.32 0.32 -2.95
H -2.08 -1.61 -3.67
H -2.74 -3.27 -3.56
*
```

Results of the Löwdin charge analysis, in e, for atoms 1 through 2:
1. Sr 0.961
2. C -0.046

Computed, not measured: a molecular structure, C47H57BCsGeN3O2P2, with ωB97M-V/def2-TZVPD.

gap between HOMO and LUMO = 6.0 eV
electronic energy = -4944.6208 hartree
energy relative to the best compared isomer or geometry (same formula, charge and spin) = 0.000 eV
LUMO level = 0.1 eV

ORCA input file:
```
! RIJCOSX wB97M-V def2-TZVPD def2/J DEFGRID3
* xyz 0 1
Cs 0.44 0.44 0.26
C -0.75 5.58 1.16
C -0.99 4.10 0.86
C -2.48 3.92 0.51
P -0.58 2.79 2.12
C -0.96 3.58 3.75
C -1.29 2.50 4.79
C 0.10 4.53 4.31
C 1.27 2.68 2.13
C 2.15 3.65 1.67
C 3.53 3.49 1.74
C 4.03 2.31 2.29
C 3.19 1.32 2.75
C 1.78 1.47 2.70
N 0.90 0.47 2.98
C 1.14 -0.49 3.92
C 1.82 -0.21 5.14
C 1.91 -1.15 6.14
C 1.35 -2.42 5.99
C 0.72 -2.72 4.80
C 0.61 -1.80 3.75
P -0.18 -2.15 2.14
C -1.94 -2.58 2.54
C -2.56 -1.39 3.28
C -2.24 -3.89 3.27
C 0.57 -3.72 1.48
C 1.12 -4.78 2.43
C 1.65 -3.32 0.47
H -1.09 6.19 0.31
H 0.28 5.83 1.36
H -1.34 5.89 2.03
H -0.42 3.80 -0.03
H -3.11 4.21 1.36
H -2.73 2.89 0.26
H -2.75 4.56 -0.34
H -1.88 4.14 3.55
H -0.41 1.88 5.00
H -2.07 1.82 4.44
H -1.62 2.96 5.72
H 1.02 3.98 4.53
H -0.25 4.98 5.24
H 0.36 5.33 3.61
H 1.76 4.56 1.24
H 4.19 4.26 1.37
H 5.11 2.16 2.34
H 3.60 0.40 3.14
H 2.24 0.78 5.28
H 2.41 -0.88 7.07
H 1.40 -3.15 6.78
H 0.30 -3.71 4.67
H -2.41 -2.64 1.55
H -2.14 -1.30 4.29
H -3.64 -1.52 3.37
H -2.37 -0.44 2.77
H -1.85 -3.87 4.29
H -1.81 -4.75 2.76
H -3.32 -4.04 3.34
H -0.25 -4.17 0.92
H 1.93 -4.39 3.05
H 1.53 -5.62 1.85
H 0.37 -5.19 3.10
H 2.44 -2.73 0.96
H 1.23 -2.71 -0.34
H 2.11 -4.19 0.02
N -2.39 5.09 -4.67
C -1.89 4.05 -3.93
C -2.74 3.17 -3.26
C -2.19 2.12 -2.55
N -0.88 1.89 -2.45
C -0.08 2.73 -3.10
C -0.52 3.81 -3.84
H -3.34 5.37 -4.54
H -1.76 5.83 -4.94
H -3.82 3.29 -3.29
H -2.84 1.44 -2.02
H 0.99 2.54 -3.02
H 0.20 4.45 -4.35
O 2.11 -0.14 -2.43
B 1.34 -1.11 -3.07
O 2.03 -1.64 -4.16
C 3.22 -0.95 -4.21
C 4.26 -1.08 -5.11
C 5.35 -0.24 -4.92
C 5.40 0.68 -3.87
C 4.34 0.79 -2.96
C 3.27 -0.04 -3.18
H 4.22 -1.79 -5.92
H 6.19 -0.30 -5.60
H 6.27 1.31 -3.75
H 4.36 1.49 -2.13
Ge -0.64 -1.64 -2.64
C -0.82 -3.49 -2.07
C -1.91 -3.83 -1.29
C -2.12 -5.14 -0.88
C -1.21 -6.13 -1.24
C -0.11 -5.80 -2.03
C 0.08 -4.49 -2.45
C -1.69 -1.34 -4.26
C -1.18 -1.59 -5.53
C -1.97 -1.42 -6.66
C -3.29 -1.00 -6.53
C -3.81 -0.75 -5.27
C -3.01 -0.92 -4.14
H -1.27 -0.79 -1.51
H -2.62 -3.07 -0.98
H -2.98 -5.39 -0.26
H -1.35 -7.15 -0.91
H 0.60 -6.56 -2.32
H 0.94 -4.25 -3.06
H -0.15 -1.92 -5.66
H -1.56 -1.63 -7.64
H -3.91 -0.87 -7.41
H -4.84 -0.42 -5.16
H -3.44 -0.71 -3.17
*
```

Results of the Löwdin charge analysis, in e, for atoms 1 through 2:
1. Cs 1.050
2. C -0.119